Below is a 12-piece molecular cluster, C36H52B3F3NO39P overall, with properties calculated with ωB97M-V/def2-TZVPD.

## Properties
charge	0
DFT total energy	-138997.18931	eV
2S+1	1
frontier orbital gap	8.481	eV
maximum force	0.0816	hartree/bohr
SMILES	N=P(O)(O)B1OB(O)OB(CCC(F)(F)F)O1.O=C1OCCO1.O=C1OCCO1.O=C1OCCO1.O=C1OCCO1.O=C1OCCO1.O=C1OCCO1.O=C1OCCO1.O=C1OCCO1.O=C1OCCO1.O=C1OCCO1.O=C1OCCO1
ΔE to the lowest compared entry with this formula, charge and spin	42.52	kcal per mole

Each line ends with the Mulliken charge.
Geometry (Å):
H: -7.61 0.05 0.77  0.295
F: 1.36 3.68 -1.63  -0.280
O: 4.85 -8.53 -3.53  -0.327
C: -3.05 -5.41 3.93  -0.085
O: -7.56 1.41 -1.69  -0.330
O: -2.38 5.98 -3.01  -0.176
O: 4.80 -6.62 -2.35  -0.244
H: 3.65 -4.23 4.88  0.294
B: -0.98 -1.75 0.74  0.394
C: 2.63 -4.65 -3.32  -0.179
H: -3.23 -0.82 3.02  0.268
C: -7.39 -0.35 -0.23  -0.367
C: -3.51 11.08 -4.06  -0.060
H: 9.26 -5.92 4.34  0.299
O: 1.64 -1.03 1.48  0.096
F: -0.26 2.04 -1.44  -0.209
H: 0.40 5.89 -3.33  0.230
H: -3.53 6.89 -1.41  -0.025
H: -0.20 -0.20 3.55  0.259
O: 1.27 -1.55 -3.12  -0.636
O: 2.92 -7.37 -3.36  -0.523
C: 9.37 -4.20 3.03  0.034
O: -3.25 2.78 -5.31  -0.205
O: -5.35 1.91 -1.72  -0.502
C: -4.60 12.99 -4.49  0.591
H: 9.88 -3.37 3.52  0.346
F: 1.47 1.89 -2.96  -0.285
H: -5.30 2.96 -5.33  0.259
H: -4.67 1.73 -4.21  0.084
C: 4.08 -7.50 -3.10  0.624
C: -2.84 2.59 -6.60  0.533
H: 6.68 -7.77 -4.10  0.268
O: 5.15 -1.86 4.84  -0.326
H: -3.54 8.06 0.68  0.285
C: 1.42 -0.53 8.01  0.620
O: 9.70 -6.36 2.36  -0.328
O: 0.72 -3.67 -2.55  -0.242
C: 1.94 1.55 -0.56  -0.794
H: 10.90 -5.53 3.80  0.261
H: -5.54 1.01 -6.71  0.332
H: 3.81 -4.21 3.11  0.301
O: -6.09 0.09 -0.62  -0.107
O: -4.05 5.40 -0.05  -0.189
O: 5.57 -3.97 4.19  -0.351
O: 0.27 -0.38 7.75  -0.523
O: 9.66 -4.23 1.64  -0.338
C: 6.21 -8.21 -3.21  -0.348
H: -3.98 -5.57 3.37  0.263
H: 6.76 -9.10 -2.93  0.299
C: 1.10 2.29 -1.67  1.043
H: 4.15 -1.84 3.04  0.166
H: -9.26 0.50 -0.91  0.311
H: -4.04 0.00 -0.10  -0.091
B: 0.60 -1.48 2.36  0.490
N: -3.31 0.02 0.62  -0.569
H: -2.26 -3.94 5.30  0.218
O: -4.63 4.60 1.98  -0.543
H: -2.05 4.14 -3.85  -0.308
C: -2.11 6.92 -3.95  0.472
C: 1.21 -4.95 -2.97  -0.227
H: 1.36 1.61 0.42  0.194
H: -1.20 4.42 -2.32  0.272
C: -3.21 -4.42 5.04  -0.111
H: -5.21 8.39 0.17  0.311
C: 4.17 -3.77 4.04  -0.337
O: 2.59 -3.29 -3.72  -0.326
C: -8.27 0.24 -1.29  -0.420
O: -3.78 -2.66 0.12  -0.547
C: 9.72 -5.54 1.27  0.619
H: 0.08 4.83 -4.71  0.350
H: 4.02 -0.83 7.03  0.157
H: -4.09 -2.26 -0.71  0.309
H: 2.94 2.06 -0.39  0.329
O: -0.99 6.61 -4.65  -0.364
O: -3.22 -7.40 6.67  -0.522
C: 3.40 -0.31 9.04  -0.334
C: -3.16 11.56 -5.44  -0.324
O: -2.77 7.90 -4.14  -0.571
H: -2.17 12.03 -5.48  0.255
O: 2.18 -1.58 7.58  -0.290
O: -3.67 1.74 -7.26  -0.366
C: 6.06 -7.23 -2.09  -0.316
O: -1.88 3.10 -7.08  -0.521
H: 3.35 -0.81 10.01  0.254
H: 3.30 -4.75 -2.46  0.185
H: 8.29 -4.07 3.16  -0.013
C: 9.85 -5.54 3.51  -0.373
H: 4.07 -2.18 8.19  0.311
O: -4.13 12.22 -3.47  -0.322
H: -3.95 -3.66 4.82  0.222
C: 3.53 -1.28 7.90  -0.166
C: -3.19 -6.50 5.88  0.589
H: 0.62 -5.28 -3.83  0.245
C: -4.54 2.18 -5.19  -0.080
O: -5.32 13.93 -4.34  -0.529
H: 2.02 -0.31 -1.95  0.322
O: 7.18 -2.77 5.21  -0.542
C: -4.55 5.51 1.21  0.562
O: -4.15 12.54 -5.69  -0.324
O: -0.30 -2.49 1.80  -0.048
O: -2.71 -6.61 4.61  -0.350
H: -2.63 10.77 -3.49  0.243
H: -3.20 10.76 -6.18  0.276
H: 3.10 -1.93 4.47  0.163
O: -3.62 -5.24 6.14  -0.360
H: 3.21 -0.26 -0.49  0.245
O: -4.95 6.78 1.47  -0.343
B: 1.13 -0.83 0.13  -0.053
H: -4.23 10.25 -4.08  0.202
O: 2.15 0.32 8.78  -0.321
C: 1.51 -2.73 -3.13  0.571
C: -4.34 6.62 -0.73  0.151
C: -1.51 4.88 -3.25  0.386
C: -0.37 5.51 -4.00  -0.315
H: 4.21 0.42 9.06  0.299
H: 1.12 -5.68 -2.17  0.295
O: 9.78 -5.92 0.14  -0.550
H: 3.00 -5.28 -4.13  0.307
H: -7.44 -1.43 -0.20  0.314
C: -4.49 7.60 0.40  -0.347
H: 6.02 -7.72 -1.11  0.241
H: -5.26 6.49 -1.30  0.198
C: 4.04 -2.27 4.04  -0.037
H: -2.26 -5.13 3.23  0.124
O: 0.39 -0.97 3.67  -0.449
C: 2.16 -0.02 -0.86  -0.413
C: -4.55 1.17 -6.30  -0.399
H: 6.86 -6.49 -2.07  0.311
H: -4.14 0.20 -5.98  0.281
C: 6.07 -2.86 4.79  0.658
O: -3.21 -1.72 2.62  -0.443
P: -2.87 -1.49 0.97  0.877
O: -0.17 -1.24 -0.31  -0.465
C: -6.25 1.21 -1.38  0.503
H: -8.38 -0.42 -2.16  0.243